Here is 8 unconnected molecules or ions with the total composition C21H36ClN4O7S2 from OMol25. Energies are from ωB97M-V/def2-TZVPD.

Kohn-Sham gap, eV: 7.9753
HOMO energy, eV: -5.84
ΔE to the lowest compared entry with this formula, charge and spin, eV: 3.2633
Net charge: -1
LUMO energy, eV: 2.14

Last column: Löwdin charge in e.
Positions of all 71 atoms, in Å:
Cl 1.0523 -0.6090 0.1450  0.58
O 1.1889 -1.7024 -0.8286  -0.43
O 0.9204 0.5719 -0.5959  -0.38
O -0.1950 -0.7530 0.8106  -0.38
O 2.2169 -0.6509 1.0139  -0.39
C 4.5246 -0.1172 -5.6860  -0.16
O 4.6053 0.7053 -4.5001  -0.12
H 5.3194 0.0110 -6.4209  0.07
H 4.6830 -1.1541 -5.3896  0.06
H 3.5245 -0.1742 -6.1155  0.07
H 3.7491 0.5825 -4.0835  0.07
N -3.6225 -0.3352 -6.3590  0.03
C -3.5584 -1.5569 -5.6638  -0.13
C -4.2456 -2.5290 -6.3504  -0.13
C -4.6256 -1.9864 -7.5865  -0.13
C -4.3826 -0.6410 -7.5093  -0.15
H -3.0236 0.4654 -6.2161  0.14
H -2.8967 -1.6731 -4.8182  0.11
H -4.4045 -3.4594 -5.8255  0.09
H -5.1817 -2.4778 -8.3712  0.09
H -4.3924 0.0597 -8.3310  0.09
N 5.0092 -5.5988 1.6526  -0.01
C 5.8027 -6.5300 1.1313  -0.14
C 6.4984 -7.0999 2.2051  -0.15
C 6.0530 -6.5429 3.3652  -0.13
C 5.0979 -5.5648 2.9987  -0.12
H 4.5261 -4.9308 1.0690  0.16
H 5.9764 -6.5920 0.0672  0.11
H 7.3182 -7.8020 2.1670  0.09
H 6.4028 -6.8891 4.3265  0.09
H 4.4233 -5.0056 3.6300  0.10
N -8.8448 0.4818 0.9238  -0.03
C -8.2952 1.5990 0.3967  -0.13
C -7.0881 1.1718 -0.1863  -0.11
C -6.8780 -0.1468 0.2178  -0.12
C -8.0796 -0.6263 0.7307  -0.14
H -9.7788 0.4248 1.3039  0.14
H -8.8906 2.4975 0.4642  0.10
H -6.3314 1.7069 -0.7409  0.09
H -5.9605 -0.7115 0.1436  0.10
H -8.3399 -1.6702 0.8259  0.10
N -1.0760 4.3834 -4.9057  0.03
C -2.3335 4.8697 -5.1754  -0.16
C -2.5694 4.9812 -6.5161  -0.12
C -1.3095 4.8474 -7.0451  -0.16
C -0.4330 4.3890 -6.1020  -0.15
H -0.6529 4.1546 -4.0176  0.16
H -3.0096 4.9624 -4.3383  0.10
H -3.4448 5.2863 -7.0700  0.10
H -1.0933 5.1042 -8.0715  0.09
H 0.5819 4.0408 -6.2246  0.11
C 1.7513 -1.2179 9.4808  -0.25
S 0.0011 -0.8031 8.8848  0.84
O -0.3182 0.6888 8.5592  -0.59
C 0.0736 -1.6756 7.2656  -0.27
H 1.9658 -2.2268 9.1282  0.03
H 1.8708 -1.3084 10.5605  0.03
H 2.5413 -0.5618 9.1156  0.05
H 0.2049 -2.7389 7.4665  0.04
H 0.9048 -1.2391 6.7119  0.05
H -0.8004 -1.5873 6.6203  0.06
C 4.6136 3.1839 5.4014  -0.26
S 2.8278 3.6371 5.1134  0.83
O 2.3578 4.3963 6.3216  -0.59
C 3.1016 4.9323 3.7734  -0.24
H 4.9087 2.6703 4.4864  0.04
H 4.6640 2.4459 6.2020  0.04
H 5.2734 4.0223 5.6246  0.05
H 3.5723 5.6665 4.4273  0.03
H 2.2166 5.3994 3.3414  0.05
H 3.7328 4.5494 2.9715  0.04

Atoms 1-6, force components in eV/Å:
0.123 -3.068 -1.616
0.231 0.126 0.692
1.085 3.098 -1.161
-0.639 -0.720 1.942
-0.737 0.560 0.092
0.010 -1.348 1.045

=====

Here is a molecular structure, H32O20SZn2 from OMol25. Energies are from ωB97M-V/def2-TZVPD.

Kohn-Sham gap, eV: 2.5574
HOMO energy, eV: -13.68
Net charge: +2
LUMO energy, eV: -11.12

Last column: Löwdin charge in e.
Positions of all 55 atoms, in Å:
Zn 3.9278 -1.3002 2.3187  1.34
Zn -3.2716 -2.4457 -1.6597  1.27
S 0.1913 0.4812 0.0589  0.18
O 1.2143 -0.3614 0.6878  -0.35
O -0.4707 1.3622 1.0048  -0.26
O 0.7201 1.3246 -0.9669  -0.20
O -0.8343 -0.3507 -0.6169  -0.27
O -4.9570 0.1477 -2.1181  -0.07
H -5.0453 0.7003 -1.3416  0.04
H -5.3230 0.6732 -2.8296  0.05
O -1.5448 -4.7934 -1.2210  -0.08
H -1.0911 -5.4282 -1.7754  0.06
H -1.3049 -5.0401 -0.3278  0.05
O -0.3393 1.5221 -4.8539  -0.04
H -0.0153 1.3669 -3.9667  0.01
H -1.2391 1.1959 -4.8413  0.02
O 2.7257 4.5468 0.6996  -0.04
H 2.5403 4.6137 1.6363  0.03
H 2.1009 3.8973 0.3771  0.01
O 3.2460 0.3895 4.6984  -0.06
H 3.0160 1.3185 4.6808  0.06
H 3.4144 0.2014 5.6217  0.06
O -2.1842 4.0051 -0.7358  -0.05
H -1.4198 4.1764 -1.2858  0.03
H -1.8812 3.3586 -0.0983  0.00
O -0.5581 4.7126 3.5941  -0.04
H -0.3673 3.8189 3.3093  0.01
H -1.4095 4.6499 4.0270  0.03
O 3.3358 1.2075 -3.9464  -0.04
H 2.8124 1.3638 -3.1604  0.01
H 2.6949 0.9826 -4.6208  0.02
O -2.3607 -2.3036 -4.5963  -0.07
H -2.8695 -1.7115 -5.1502  0.05
H -1.9056 -2.8772 -5.2128  0.06
O 4.3630 -3.3401 -0.2318  -0.05
H 4.2671 -4.2862 -0.1225  0.05
H 3.8173 -3.1295 -0.9895  0.04
O -1.8822 -0.3028 4.2813  -0.05
H -2.1269 0.3495 4.9377  0.04
H -1.5335 0.2098 3.5519  0.01
O 5.2888 0.9386 0.8018  -0.04
H 4.7568 1.7290 0.7094  0.05
H 6.1708 1.2630 0.9838  0.06
O -3.8789 -2.4188 1.4626  -0.08
H -3.4062 -2.0129 2.1892  0.04
H -4.6492 -2.8158 1.8692  0.05
O -5.3310 2.5103 1.0576  -0.05
H -5.2812 2.5954 2.0097  0.03
H -4.7171 3.1655 0.7257  0.02
O 2.0576 -2.7447 -3.4962  -0.05
H 2.3373 -2.3231 -4.3088  0.04
H 1.2156 -2.3376 -3.2922  0.02
O 2.5795 -3.8635 3.4103  -0.06
H 1.9299 -4.2545 2.8261  0.04
H 2.4752 -4.3364 4.2360  0.06

Atoms 1-6, force components in eV/Å:
-0.763 0.647 -0.520
0.707 0.591 0.320
-1.131 0.028 1.585
0.653 -0.949 0.278
-0.210 0.167 1.149
1.217 0.972 -2.116

=====

Here is a molecular structure, C4H4N2O from OMol25. Energies are from ωB97M-V/def2-TZVPD.

Kohn-Sham gap (spin up / spin down), eV: 8.2851 / 7.8842
HOMO energy (spin up / spin down), eV: -9.74 / -9.08
ΔE to the lowest compared entry with this formula, charge and spin, eV: 5.5659
Net charge: 0
LUMO energy (spin up / spin down), eV: -1.46 / -1.20

Last column: Löwdin charge in e.
Positions of all 11 atoms, in Å:
N 2.7809 -0.6694 1.2636  0.16
C 2.0333 -0.5167 0.3914  -0.17
C 1.0959 -0.3338 -0.7042  -0.29
O 0.0421 -1.0236 -0.7594  -0.07
C -1.4121 -0.2774 0.0547  0.04
C -0.8378 1.0428 0.3164  -0.36
N -1.7340 1.6735 0.8215  0.22
H 1.4532 0.2215 -1.5760  0.13
H 0.2904 1.1724 0.0192  0.12
H -2.1492 -0.3599 -0.7378  0.11
H -1.5629 -0.9293 0.9106  0.11

Atoms 1-6, force components in eV/Å:
-0.652 0.154 -0.746
0.507 -0.100 0.593
0.390 -0.061 -0.046
-0.430 0.008 0.133
0.297 -0.545 -0.293
-0.100 -0.093 0.026

=====

Here is 17 unconnected molecules or ions with the total composition C3H39O17 from OMol25. Energies are from ωB97M-V/def2-TZVPD.

Kohn-Sham gap, eV: 8.1567
HOMO energy, eV: -5.85
ΔE to the lowest compared entry with this formula, charge and spin, eV: 1.6618
Net charge: -1
LUMO energy, eV: 2.31

Last column: Löwdin charge in e.
Positions of all 59 atoms, in Å:
C 15.3734 8.0328 -1.6978  -0.06
C 16.1498 6.8495 -1.1302  -0.56
C 16.3604 6.9520 0.3896  -0.07
O 15.8267 5.6268 -1.7478  -0.34
H 15.7364 9.0088 -1.3822  0.05
H 14.3650 8.0141 -1.2422  0.07
H 15.2533 7.9280 -2.7736  0.07
H 17.2023 7.0467 -1.4468  0.12
H 17.1848 6.3621 0.7796  0.05
H 15.4540 6.8484 1.0079  0.07
H 16.6561 7.9769 0.6533  0.08
O 17.7965 10.3572 -1.2291  -0.06
H 17.3257 10.0721 -0.4406  0.02
H 17.2683 11.0907 -1.5841  0.02
O 18.1319 6.5303 3.3828  -0.06
H 17.9400 5.8305 2.7453  0.03
H 17.2781 6.7350 3.7756  0.02
O 12.5307 5.6655 2.5763  -0.06
H 12.4392 4.8394 2.0907  0.04
H 13.0107 6.2436 1.9694  0.01
O 18.8570 6.2957 -4.2059  -0.06
H 17.8793 6.2921 -4.1943  0.01
H 19.1197 5.3747 -4.1498  0.03
O 13.9781 8.4944 3.0655  -0.05
H 14.7756 9.0330 3.1003  0.03
H 14.2759 7.6051 3.2923  0.02
O 15.4142 11.8148 -1.5011  -0.08
H 14.5116 12.0887 -1.7070  0.05
H 15.6108 12.1669 -0.6259  0.06
O 15.9434 3.9413 0.6204  -0.08
H 16.2754 3.2986 -0.0150  0.02
H 15.7809 4.7400 0.0848  -0.02
O 16.0993 5.6998 -4.6142  -0.08
H 15.9623 5.8179 -3.6403  0.01
H 15.2686 5.9799 -5.0070  0.04
O 18.3204 4.1810 -1.0747  -0.07
H 17.5202 4.7581 -1.1021  0.01
H 18.3671 3.7995 -1.9549  0.03
O 19.8877 6.6261 -0.5043  -0.07
H 19.4384 5.8506 -0.8829  -0.01
H 20.5329 6.2549 0.1045  0.03
O 13.8789 10.7457 -3.0558  -0.09
H 13.5194 9.8989 -3.4075  0.00
H 14.8349 10.6231 -3.0564  0.02
O 11.8350 7.7603 -0.1480  -0.07
H 12.3805 7.2105 -0.7390  -0.02
H 11.0890 8.0270 -0.6930  0.03
O 12.9397 5.9831 -2.0711  -0.07
H 12.5208 5.2052 -2.4539  0.06
H 13.8308 5.6770 -1.7840  0.04
O 18.8347 9.3463 -4.0720  -0.08
H 18.4352 9.3127 -3.1924  0.00
H 19.1622 8.4489 -4.2234  0.00
O 16.0422 2.9606 -3.1994  -0.07
H 15.9044 3.8295 -2.7784  -0.01
H 16.9427 2.9892 -3.5303  0.02
O 12.6656 8.3477 -3.8030  -0.06
H 12.9769 7.8286 -3.0387  0.01
H 12.8139 7.7677 -4.5557  0.05

Atoms 1-6, force components in eV/Å:
-1.467 -0.474 1.202
2.659 0.665 -1.274
-0.880 0.707 0.571
-0.878 -0.114 0.902
0.378 -0.100 -0.400
0.025 -0.010 -0.306

=====

Here is C6H13N3S in the gas phase from OMol25. Energies are from ωB97M-V/def2-TZVPD.

SMILES: CC(C)NS(=N)(=N)C1=CC1
Kohn-Sham gap, eV: 10.1261
HOMO energy, eV: -9.30
ΔE to the lowest compared entry with this formula, charge and spin, eV: 2.4998
Net charge: 0
LUMO energy, eV: 0.83

Last column: Löwdin charge in e.
Positions of all 23 atoms, in Å:
C -1.4353 1.4467 -2.6693  0.04
C -0.9908 0.3460 -2.1000  -0.30
C -2.3212 0.7958 -1.6091  -0.11
C 1.5928 0.0205 1.7614  -0.06
C -0.7893 1.1595 1.6851  -0.03
C 0.3904 0.4705 0.8632  -0.46
N 1.6226 -0.3851 -2.0333  -0.22
N -0.4985 -2.1847 -2.1520  -0.23
N -0.0424 -0.6927 0.1711  -0.17
S 0.2518 -0.8817 -1.5970  0.76
H -1.1786 2.1935 -3.3187  0.07
H -2.3870 1.1696 -0.6622  0.03
H -3.1416 0.1827 -2.0323  0.10
H 1.8552 -0.9907 1.3652  0.07
H 2.4571 0.6432 1.5512  0.06
H 1.3943 -0.1059 2.8388  0.07
H -1.0172 2.0997 1.3145  0.04
H -0.6365 1.3687 2.7897  0.10
H -1.5832 0.4828 1.5286  0.04
H 0.7722 1.1560 0.0751  0.12
H 2.0838 -1.0733 -2.5605  -0.01
H 0.0445 -2.9807 -2.4481  -0.02
H -0.9964 -1.0670 0.3118  0.10

Atoms 1-6, force components in eV/Å:
0.940 -3.462 2.389
0.514 0.854 0.031
-0.331 -1.815 -3.594
0.062 -0.914 -0.881
2.145 -1.227 0.927
0.867 1.401 1.494

=====

Number 1: maximum force 3.48 eV/Å. Number 2: maximum force 2.63 eV/Å. Number 3: maximum force 1.00 eV/Å. Number 4: maximum force 3.02 eV/Å. Number 5: maximum force 4.31 eV/Å.